[1]
Computed, not measured: a molecular structure, C19H31I2N4O4, with ωB97M-V with the def2-TZVPD basis set.

Summary:
HOMO ... -11.2 eV
E_tot ... -1857.15604 Eh
Total charge ... +1
Lowest unoccupied orbital energy ... -3.6 eV
HOMO-LUMO gap ... 7.59 eV

The geometry in XYZ format:
```
60
C19H31I2N4O4, DFT ωB97M-V with the def2-TZVPD basis set
C -3.2828 -0.7607 4.5424
C -1.7693 -1.0457 3.9241
O -0.7561 -0.4183 4.5250
O -1.6985 -1.9156 2.7432
C -0.5906 -2.8775 2.8077
C 0.0797 -2.8959 1.2753
N 0.5117 -1.4395 1.0049
C -0.3155 -0.3446 0.2999
C -1.8410 -0.5274 -0.3366
C -1.6675 -1.5594 -1.6221
C -1.5985 -0.7578 -3.0833
C -0.1705 0.0218 -3.2833
N -0.0634 0.8619 -4.5341
C 1.3598 1.2551 -4.8585
C -1.0247 2.0245 -4.5616
C -1.8896 2.6334 -3.3144
O -1.1515 2.6703 -5.7545
C 0.6607 0.9698 0.3755
C 0.3066 2.4929 -0.1754
I 1.6467 3.6578 -1.4775
C -0.9775 3.1892 0.2281
C -2.1106 2.4973 1.2297
I -1.4603 5.2372 -0.4751
N 1.9488 0.4847 1.0582
O 2.9823 1.3270 1.2412
C 1.9083 -0.9710 1.4672
C 3.0014 -1.9506 2.1983
C 4.4455 -1.2278 2.5430
N 5.2993 -0.9648 1.2881
H -4.1047 -0.9977 3.7100
H -3.4873 -1.2991 5.5616
H -3.3398 0.4237 4.6818
H 0.2876 -2.5874 3.5235
H -0.9052 -3.9822 3.0363
H 0.9572 -3.6626 1.1698
H -0.8386 -3.1407 0.5549
H -2.3225 0.4802 -0.6858
H -2.5799 -1.0510 0.4079
H -2.5303 -2.3674 -1.6312
H -0.6596 -2.1342 -1.4644
H -1.6530 -1.5815 -3.9422
H -2.5474 -0.0804 -3.2053
H 0.1358 0.7153 -2.3773
H 0.6896 -0.8025 -3.3603
H 1.8165 1.8449 -3.9482
H 1.4027 1.9829 -5.7829
H 2.0162 0.2913 -5.0751
H -1.7560 2.0862 -2.2895
H -3.0426 2.6102 -3.5900
H -1.6015 3.7737 -3.1763
H -1.6256 1.6100 1.8623
H -3.0504 2.1198 0.5985
H -2.5530 3.3005 1.9904
H 3.6214 1.2924 0.4657
H 3.2430 -2.8204 1.4171
H 2.5755 -2.4925 3.1499
H 5.0680 -2.0273 3.1707
H 4.3205 -0.2334 3.1530
H 4.7997 -1.2789 0.4234
H 5.5298 0.0579 1.2280
```

natural (NBO) atomic charge list, values in e, 2 entries:
1. C -0.732
2. C 0.797

[2]
Computed, not measured: a gas-phase ion, C4H10N2P (charge +1), with ωB97M-V with the def2-TZVPD basis set.

Summary:
HOMO (alpha / beta) ... -13.2 / -13.2 eV
E_tot ... -608.82908 Eh
Total charge ... +1
Lowest unoccupied orbital energy (alpha / beta) ... -6.1 / -6.1 eV
HOMO-LUMO gap (alpha / beta) ... 7.12 / 7.12 eV

The geometry in XYZ format:
```
17
C4H10N2P, DFT ωB97M-V with the def2-TZVPD basis set
C 0.2463 0.3427 -0.7531
C 1.0946 -1.8274 -0.0634
C 0.3685 -1.6800 1.2739
C -1.5390 2.3699 -0.2768
N 1.0206 -0.6558 -0.9349
N -0.8397 -1.0418 1.0710
P -0.2651 1.8645 -1.4763
H 2.1425 -2.0051 0.0448
H 0.6590 -2.8055 -0.5711
H -0.0403 -2.6671 1.4926
H 1.0607 -1.2452 1.9951
H -2.4216 2.0256 -0.7909
H -1.4474 3.4168 -0.1730
H -1.4487 1.8791 0.6479
H 1.6754 -0.5852 -1.6721
H -1.0864 -0.1198 1.4604
H 0.8205 2.7343 -1.2741
```

natural (NBO) atomic charge list, values in e, 2 entries:
1. C 0.112
2. C -0.212

[3]
Computed, not measured: 2 unconnected molecules or ions with the total composition C3H10NO2, with ωB97M-V with the def2-TZVPD basis set.

Summary:
HOMO ... -3.0 eV
E_tot ... -325.53662 Eh
Total charge ... -1
Lowest unoccupied orbital energy ... 4.3 eV
HOMO-LUMO gap ... 7.35 eV

The geometry in XYZ format:
```
16
C3H10NO2, DFT ωB97M-V with the def2-TZVPD basis set
C -0.8332 0.3996 0.2643
O -0.8717 -0.9525 0.0568
C 0.3646 1.0193 -0.5783
C 1.6183 0.2595 -0.1579
N 0.0160 0.7408 -1.9921
H -0.6958 0.8591 1.2774
H -1.8007 0.7679 -0.1474
H 0.4539 2.0859 -0.3756
H 1.2756 -0.7031 0.2437
H 2.2956 0.1934 -1.0171
H 2.1101 0.7764 0.6817
H 0.8663 0.8473 -2.5412
H -0.0785 -0.2810 -1.9763
H -1.2196 -1.6853 2.6763
H -1.6711 -2.0215 1.3307
O -1.8298 -2.3059 2.2549
```

natural (NBO) atomic charge list, values in e, 2 entries:
1. C -0.036
2. O -0.988

[4]
Computed, not measured: a molecular structure, C16H23BiIN5O3, with ωB97M-V with the def2-TZVPD basis set.

Summary:
HOMO (alpha / beta) ... 2.5 / 2.5 eV
E_tot ... -1634.99499 Eh
Total charge ... -2
Lowest unoccupied orbital energy (alpha / beta) ... 4.9 / 4.9 eV
HOMO-LUMO gap (alpha / beta) ... 2.44 / 2.44 eV

The geometry in XYZ format:
```
49
C16H23BiIN5O3, DFT ωB97M-V with the def2-TZVPD basis set
C 1.7519 2.0008 -2.8784
I 0.5820 3.2210 -4.4723
H 2.7555 2.4067 -3.0326
H 1.0918 2.7340 -2.3644
H 1.4652 1.2911 -3.6767
C -1.9807 -3.4940 -1.8655
C -0.9233 -3.5042 -2.6981
N -0.2491 -2.3038 -2.5124
C -0.8958 -1.5178 -1.6015
N -1.9475 -2.2873 -1.1793
H -2.7424 -4.2277 -1.6894
H -0.5691 -4.2431 -3.3910
C -0.9293 3.9584 2.1260
C -0.0833 2.3769 0.7370
N -1.2191 2.8999 1.2772
H 1.0417 4.7811 2.6679
N 0.9242 3.1041 1.3158
H -1.7042 4.5067 2.6343
Bi -0.0506 0.3319 -0.4371
C 1.9347 0.8591 -1.5587
O 3.0470 0.5256 -1.2934
C 0.4087 4.0931 2.1461
C 2.3481 2.9355 1.0999
H 2.8645 3.5828 1.8194
H 2.6471 3.2408 0.0856
H 2.6619 1.8948 1.2659
C -2.5628 2.4192 1.0266
H -3.2664 3.1708 1.4052
H -2.7444 1.4661 1.5492
H -2.7380 2.2778 -0.0510
C -2.9158 -1.9246 -0.1688
H -3.9349 -2.0396 -0.5679
H -2.7648 -0.8820 0.1475
H -2.8207 -2.5778 0.7140
C 0.9597 -1.9575 -3.2277
H 0.8559 -0.9884 -3.7392
H 1.1300 -2.7361 -3.9822
H 1.8246 -1.9245 -2.5486
O 1.6665 -2.6900 0.1016
C 1.1987 -2.2669 1.1560
C 1.1562 -2.9593 2.5084
C 0.2597 -2.1016 3.3716
C -0.1657 -0.9495 2.4799
O -1.0238 -0.0923 2.7105
N 0.5396 -1.0486 1.2931
H 0.7680 -3.9765 2.3942
H 2.1643 -3.0180 2.9351
H -0.6210 -2.6474 3.7259
H 0.8056 -1.7200 4.2424
```

natural (NBO) atomic charge list, values in e, 2 entries:
1. C -0.773
2. I -0.812

[5]
Computed, not measured: C16H23Cl2NO in the gas phase, with ωB97M-V with the def2-TZVPD basis set.

Summary:
HOMO ... -8.3 eV
E_tot ... -1673.83965 Eh
Total charge ... 0
Lowest unoccupied orbital energy ... 0.6 eV
HOMO-LUMO gap ... 8.94 eV

The geometry in XYZ format:
```
43
C16H23Cl2NO, DFT ωB97M-V with the def2-TZVPD basis set
C 1.1946 -2.8179 -2.6675
C -0.1533 -2.1534 -2.9238
N -0.5304 -1.3943 -1.7393
C 0.1153 -0.1013 -1.4905
C -0.2897 0.4948 -0.0951
C -0.0340 -0.6671 0.9329
C 1.2731 -1.2151 1.0667
C 1.5441 -2.2763 1.9562
C 0.5429 -2.7794 2.7929
Cl 0.9021 -4.0807 3.9352
C -0.7613 -2.2760 2.6435
Cl -2.0092 -2.8014 3.7324
C -1.0612 -1.2683 1.7393
C -1.7480 0.9835 -0.1915
C -2.1741 1.8690 1.0449
C -1.2101 3.0292 1.2403
C 0.2248 2.4461 1.4128
C 0.6724 1.6807 0.1861
C 0.8367 2.6560 -1.0377
O 1.9950 2.2950 -1.8202
H 1.8340 -2.1997 -2.0476
H 1.0290 -3.7204 -2.0752
H 1.6793 -3.0843 -3.6337
H -0.9449 -2.8589 -3.1642
H -0.0641 -1.5199 -3.7752
H -0.5039 -2.0087 -0.9226
H -0.1806 0.5717 -2.2964
H 1.2027 -0.2195 -1.5060
H 2.1063 -0.8431 0.4678
H 2.5603 -2.6345 2.0551
H -2.0937 -0.9835 1.7505
H -1.9164 1.5151 -1.1245
H -2.3928 0.1126 -0.2379
H -2.1818 1.2553 1.9553
H -3.2165 2.2250 0.9336
H -1.2458 3.7324 0.3985
H -1.5023 3.5804 2.1492
H 0.9224 3.2635 1.5779
H 0.2738 1.8056 2.2748
H 1.6937 1.3301 0.4251
H 0.8945 3.6913 -0.7668
H -0.0382 2.5959 -1.6577
H 2.7552 2.7703 -1.4977
```

natural (NBO) atomic charge list, values in e, 2 entries:
1. C -0.625
2. C -0.210

[6]
Computed, not measured: a molecular structure, C3H4MgO4Ru, with ωB97M-V with the def2-TZVPD basis set.

Summary:
HOMO (alpha / beta) ... -13.0 / -17.6 eV
E_tot ... -711.73563 Eh
Total charge ... +2
Lowest unoccupied orbital energy (alpha / beta) ... -8.4 / -10.7 eV
HOMO-LUMO gap (alpha / beta) ... 4.58 / 6.98 eV
2S+1 ... 7

The geometry in XYZ format:
```
13
C3H4MgO4Ru, DFT ωB97M-V with the def2-TZVPD basis set
O 0.2863 -1.2214 -1.7735
C 0.1575 -0.0193 -1.2166
O 1.2941 0.6683 -0.8083
C 2.4721 0.5364 -1.6550
Mg 2.0763 -1.3829 -2.4503
H -1.3045 -0.1830 1.0870
H 3.3324 0.6832 -0.9853
H 2.4745 1.3892 -2.3604
H -0.7952 0.4634 -0.9602
O -1.8689 0.6781 2.9388
C -1.9758 -0.2187 2.0544
O -2.8426 -1.1278 2.1987
Ru -3.3062 -0.2654 3.9308
```

natural (NBO) atomic charge list, values in e, 2 entries:
1. O -0.921
2. C 0.257